Record 1
{
  "formula": "C6H6O",
  "method": "ωB97M-V/def2-TZVPD",
  "species": ["C", "C", "C", "C", "C", "O", "C", "H", "H", "H", "H", "H", "H"],
  "coordinates": [[-2.147, 0.962, 0.315], [-1.411, 0.585, -0.586], [-0.165, -0.010, -0.388], [0.066, -1.417, -0.003], [0.600, -0.425, 0.953], [1.749, 0.215, 0.433], [1.084, 0.705, -0.737], [-2.850, 1.666, 0.651], [0.751, -1.976, -0.626], [-0.805, -1.981, 0.329], [0.534, -0.474, 2.045], [1.039, 1.802, -0.733], [1.555, 0.347, -1.654]],
  "total_energy_ha": -307.25383,
  "homo_lumo_gap_ev": 8.67,
  "smiles": "C#C[C@@]12CO[C@@H]1C2",
  "homo_ev": -8.4
}

=====

Record 2
{
  "formula": "C6H6O",
  "method": "ωB97M-V/def2-TZVPD",
  "species": ["O", "C", "C", "C", "C", "C", "C", "H", "H", "H", "H", "H", "H"],
  "coordinates": [[-0.536, -0.323, 1.613], [0.325, -0.511, 0.517], [-0.484, -0.599, -0.779], [-1.526, 0.411, -0.951], [-2.435, 1.178, -1.135], [1.500, 0.375, 0.487], [2.690, 0.551, 0.524], [-0.060, 0.157, 2.300], [0.845, -1.476, 0.593], [-0.953, -1.589, -0.771], [0.215, -0.577, -1.624], [-3.240, 1.861, -1.289], [3.750, 0.478, 0.586]],
  "total_energy_ha": -307.30414,
  "homo_lumo_gap_ev": 10.59,
  "smiles": "C#CC[C@H](O)C#C",
  "homo_ev": -9.9
}

=====

Record 3
{
  "formula": "C6H6O",
  "method": "ωB97M-V/def2-TZVPD",
  "species": ["O", "C", "C", "C", "C", "C", "C", "H", "H", "H", "H", "H", "H"],
  "coordinates": [[1.777, 1.176, -0.359], [0.382, 1.086, -0.144], [-0.306, 0.182, -1.206], [-0.664, -1.172, -0.782], [-1.015, -2.270, -0.435], [0.090, 0.680, 1.241], [-0.073, 0.306, 2.373], [2.178, 0.363, -0.025], [0.014, 2.104, -0.300], [0.386, 0.142, -2.054], [-1.214, 0.676, -1.565], [-1.336, -3.237, -0.117], [-0.219, -0.036, 3.374]],
  "total_energy_ha": -307.31827,
  "homo_lumo_gap_ev": 10.99,
  "smiles": "C#CC[C@H](O)C#C",
  "homo_ev": -10.1
}

=====

Record 4
{
  "formula": "C6H6O",
  "method": "ωB97M-V/def2-TZVPD",
  "species": ["O", "C", "C", "C", "C", "C", "C", "H", "H", "H", "H", "H", "H"],
  "coordinates": [[-0.148, 0.288, 1.961], [-0.773, 0.487, 0.713], [0.164, 1.203, -0.281], [1.279, 0.356, -0.712], [2.172, -0.369, -1.071], [-1.268, -0.777, 0.137], [-1.588, -1.830, -0.350], [0.555, -0.365, 1.829], [-1.618, 1.153, 0.917], [0.546, 2.102, 0.216], [-0.411, 1.522, -1.158], [2.957, -1.007, -1.413], [-1.867, -2.763, -0.788]],
  "total_energy_ha": -307.32446,
  "homo_lumo_gap_ev": 11.10,
  "smiles": "C#CC[C@H](O)C#C",
  "homo_ev": -10.2
}

=====

Record 5
{
  "formula": "C6H6O",
  "method": "ωB97M-V/def2-TZVPD",
  "species": ["C", "C", "C", "C", "C", "O", "C", "H", "H", "H", "H", "H", "H"],
  "coordinates": [[2.446, 1.187, -0.009], [1.386, 0.628, -0.100], [0.095, 0.019, -0.158], [-1.166, 0.820, -0.119], [-0.923, -0.227, 0.921], [-1.215, -1.552, 0.505], [-0.229, -1.421, -0.548], [3.388, 1.675, 0.080], [-1.905, 0.703, -0.899], [-1.041, 1.825, 0.273], [-0.774, -0.019, 1.975], [0.633, -2.068, -0.378], [-0.648, -1.610, -1.544]],
  "total_energy_ha": -307.31664,
  "homo_lumo_gap_ev": 10.26,
  "homo_ev": -9.2
}

=====

Record 6
{
  "formula": "C6H6O",
  "method": "ωB97M-V/def2-TZVPD",
  "species": ["C", "C", "C", "C", "C", "O", "C", "H", "H", "H", "H", "H", "H"],
  "coordinates": [[-1.980, -1.583, 0.623], [-1.158, -0.794, 0.231], [-0.204, 0.155, -0.296], [1.447, -0.274, -1.321], [1.342, -0.048, 0.082], [1.442, 1.288, 0.569], [0.055, 1.532, 0.347], [-2.710, -2.282, 0.968], [-0.314, 0.257, -1.394], [1.199, -1.346, -1.442], [1.564, -0.795, 0.850], [-0.491, 1.674, 1.286], [-0.119, 2.375, -0.328]],
  "total_energy_ha": -307.21786,
  "homo_lumo_gap_ev": 9.68,
  "homo_ev": -9.0
}

=====

Record 7
{
  "formula": "C6H6O",
  "method": "ωB97M-V/def2-TZVPD",
  "species": ["C", "C", "C", "C", "O", "C", "C", "H", "H", "H", "H", "H", "H"],
  "coordinates": [[1.385, -0.285, -0.772], [1.137, -0.921, 0.497], [-0.317, -0.802, 0.810], [-0.910, 0.452, 0.595], [-2.018, 0.815, 1.247], [-0.389, 1.237, -0.446], [0.399, 0.515, -1.339], [2.340, -0.454, -1.280], [1.809, -1.672, 0.843], [-0.677, -1.808, 1.258], [-2.256, -0.033, 1.713], [-0.836, 2.275, -0.760], [0.332, 0.682, -2.364]],
  "total_energy_ha": -307.36721,
  "homo_lumo_gap_ev": 8.63,
  "smiles": "Oc1ccccc1",
  "homo_ev": -8.2
}

=====

Record 8
{
  "formula": "C6H6O",
  "method": "ωB97M-V/def2-TZVPD",
  "species": ["C", "C", "C", "C", "C", "O", "C", "H", "H", "H", "H", "H", "H"],
  "coordinates": [[-0.928, -2.528, -0.197], [-0.139, -1.616, -0.221], [0.788, -0.559, -0.268], [2.033, -0.038, -0.935], [1.206, 0.603, 0.133], [-1.080, 2.445, 1.210], [-1.846, 1.576, 0.872], [-1.616, -3.345, -0.175], [1.973, 0.334, -1.962], [3.000, -0.481, -0.683], [1.046, 1.477, 0.748], [-2.824, 1.439, 1.371], [-1.610, 0.867, 0.056]],
  "total_energy_ha": -307.27310,
  "homo_lumo_gap_ev": 9.92,
  "smiles": "C#CC1=CC1.C=O",
  "homo_ev": -9.1
}

=====

Record 9
{
  "formula": "C6H6O",
  "method": "ωB97M-V/def2-TZVPD",
  "species": ["O", "C", "C", "C", "C", "C", "C", "H", "H", "H", "H", "H", "H"],
  "coordinates": [[2.005, -1.046, -0.263], [1.331, 0.053, 0.291], [-0.070, 0.236, -0.341], [-0.876, -0.996, -0.325], [-1.483, -2.019, -0.514], [-0.748, 1.416, 0.215], [-1.236, 2.431, 0.641], [1.506, -1.840, -0.028], [1.257, -0.011, 1.386], [1.918, 0.942, 0.045], [0.109, 0.413, -1.408], [-2.035, -2.913, -0.703], [-1.677, 3.334, 1.003]],
  "total_energy_ha": -307.31899,
  "homo_lumo_gap_ev": 10.91,
  "smiles": "C#CC(C#C)CO",
  "homo_ev": -10.0
}

=====

Record 10
{
  "formula": "C6H6O",
  "method": "ωB97M-V/def2-TZVPD",
  "species": ["C", "C", "C", "C", "C", "O", "C", "H", "H", "H", "H", "H", "H"],
  "coordinates": [[0.880, 1.873, -1.139], [-0.380, 1.569, -1.188], [-0.528, 0.336, -0.442], [-1.284, -0.137, 0.559], [-0.588, -1.295, 1.207], [0.610, -1.495, 0.436], [0.699, -0.512, -0.466], [1.564, 2.657, -1.443], [-2.225, 0.268, 0.917], [-0.318, -1.124, 2.256], [-1.152, -2.233, 1.143], [1.251, -0.811, -1.355], [1.471, 0.902, -0.484]],
  "total_energy_ha": -307.24174,
  "homo_lumo_gap_ev": [7.14, 7.15],
  "homo_ev": [-7.8, -7.8]
}